Model A:
This record from OMol25 describes a cluster of 11 separate species, H22O11 in total. The level of theory is ωB97M-V/def2-TZVPD.

The geometry in XYZ format:
```
33
H22O11 | OMol25 | ωB97M-V/def2-TZVPD
O -1.45479 -2.23829 0.09543
O 3.65733 -0.76492 -0.97422
O -1.13514 5.16591 -0.32222
O 0.44986 0.51465 -0.51495
O 3.73712 -1.95602 1.08536
O 0.44716 1.00015 2.18348
O 0.77894 -4.76470 1.47743
O -1.10114 -0.62416 -5.05967
O -1.08779 2.29033 2.33123
O -3.94281 0.97377 1.52176
O -0.78871 0.61710 -2.87491
H -0.57063 5.93846 -0.39457
H -1.05057 -1.81546 -0.60362
H -1.91979 -0.39341 -4.56586
H 0.08046 0.89407 -2.40097
H 0.43291 1.60426 2.97406
H -3.02385 0.73373 1.31990
H -0.78584 1.20178 -3.61885
H -1.48950 2.65136 1.55415
H -0.54946 -0.94126 -4.37849
H 2.70929 -0.74049 -1.23948
H -0.31269 1.10666 -0.56626
H -0.76403 -2.01150 0.75761
H -0.52668 4.50103 0.11831
H -1.54449 1.49234 2.74231
H 0.35474 -5.42959 2.06694
H 0.27242 -4.05078 1.73849
H 0.57184 0.16639 2.62754
H -4.32141 0.73410 0.60807
H 4.67655 -1.69392 1.06713
H 0.50880 0.13729 0.33533
H 3.85613 -1.50729 -0.51618
H 3.83577 -2.79158 1.42575
```

Results
Charge = 0
SMILES = O.O.O.O.O.O.O.O.O.O.O
HOMO = -10.32 eV
Spin multiplicity = 1
Kohn-Sham gap = 10.01 eV


Model B:
This record from OMol25 describes a cluster of 11 separate species, H22O11 in total. The level of theory is ωB97M-V/def2-TZVPD.

The geometry in XYZ format:
```
33
H22O11 | OMol25 | ωB97M-V/def2-TZVPD
O -1.26408 -0.27852 -0.09100
O -1.58006 -0.64321 1.80483
O 3.04444 -2.85721 -1.69467
O 2.66385 -1.70766 1.40189
O -2.41891 1.22876 -0.78266
O 0.78832 3.14918 -1.85349
O 0.51915 3.68975 0.57819
O -2.00019 -0.37550 -2.43241
O -0.14200 -2.88522 -1.14835
O -1.35764 -0.75357 4.04703
O 1.27553 0.33345 1.14719
H 2.36484 -2.12559 0.55625
H 0.11506 3.83290 -1.73056
H -1.48805 1.19547 -1.05292
H -1.26634 -0.29215 -2.94948
H 3.18861 -2.39086 -0.87681
H 0.69564 3.12006 1.26738
H 0.20065 -2.37443 -1.88237
H -1.54923 -1.14812 -0.22520
H 0.42693 0.40690 0.56005
H -2.35380 -0.75186 2.44133
H 0.29811 -2.66078 -0.36725
H -1.91135 -0.08004 4.51542
H 1.13213 4.42235 0.79364
H 3.43656 -1.20468 1.09953
H 2.99982 -2.32472 -2.44329
H -2.64912 -0.33986 -3.17427
H -1.55049 -1.51912 1.40574
H -2.55972 2.06344 -0.45423
H -0.55333 -0.30879 4.03700
H 0.37995 2.70233 -2.68427
H 1.81064 1.11673 1.07108
H -0.69594 -0.23944 -0.88330
```

Results
Charge = 0
SMILES = O.O.O.O.O.O.O.O.O.O.O
HOMO = -8.69 eV
Spin multiplicity = 1
Kohn-Sham gap = 8.49 eV


Model C:
This record from OMol25 describes a cluster of 11 separate species, H22O11 in total. The level of theory is ωB97M-V/def2-TZVPD.

The geometry in XYZ format:
```
33
H22O11 | OMol25 | ωB97M-V/def2-TZVPD
O -1.37896 2.38336 4.69135
O -1.39494 -1.39166 -3.79319
O 0.32977 2.17329 -0.98350
O -0.35779 -1.87586 3.19104
O -1.28585 3.23001 -0.93733
O 2.90264 1.60014 -2.05658
O -3.83528 1.89860 0.33485
O 2.45918 -3.61096 -2.58530
O 1.97258 -0.44274 1.94643
O -0.79213 -0.72614 0.69836
O 1.49511 -2.85507 -0.75258
H 2.30459 -1.23651 2.20670
H 0.99643 2.60438 -0.31734
H -3.36628 2.67274 0.18251
H 1.92177 -1.98032 -1.06623
H -1.61937 1.47697 5.02060
H 0.58263 -2.95762 -0.99703
H -1.50866 -0.63760 0.07924
H -4.10763 1.82294 1.27288
H -2.11992 -1.37113 -3.15085
H -0.36769 -1.82654 4.11247
H -2.02939 2.58281 -0.78786
H 3.45072 1.00400 -2.56066
H 3.12807 -3.53815 -1.95058
H -0.86336 -2.70535 3.16708
H -1.09339 3.36871 -1.87660
H -0.69435 -1.58452 0.93931
H 1.67023 -3.82805 -2.08061
H 2.54445 -0.01718 1.26760
H -0.73732 -1.96037 -3.28657
H 2.10535 1.08857 -1.81513
H -0.87950 2.17260 3.91350
H -0.23190 1.78574 -0.30077
```

Results
Charge = 0
SMILES = O.O.O.O.O.O.O.O.O.O.O
HOMO = -8.71 eV
Spin multiplicity = 1
Kohn-Sham gap = 8.40 eV


The structure with the least stability is model B.


Model A:
This record from OMol25 describes an isolated molecule of C3H5BrOS. The level of theory is ωB97M-V/def2-TZVPD.

The geometry in XYZ format:
```
11
C3H5BrOS | OMol25 | ωB97M-V/def2-TZVPD
Br -3.17817 0.73994 -0.12356
S -2.04100 -1.07606 -0.43348
O -1.06278 -1.21112 0.83225
C 0.17247 -0.44126 0.91835
C 0.92530 -0.25680 -0.33579
C 1.10334 0.95960 -0.80265
H 1.52966 1.07603 -1.80469
H 0.77000 -0.85737 1.71989
H -0.08563 0.52745 1.08610
H 0.42956 1.68104 -0.48088
H 1.43726 -1.14145 -0.57555
```

Results
Charge = 0
SMILES = C=CCOSBr
HOMO = -8.74 eV
Spin multiplicity = 1
Kohn-Sham gap = 8.94 eV


Model B:
This record from OMol25 describes an isolated molecule of C3H5BrOS. The level of theory is ωB97M-V/def2-TZVPD.

The geometry in XYZ format:
```
11
C3H5BrOS | OMol25 | ωB97M-V/def2-TZVPD
Br 0.78610 -0.85725 2.43036
S 0.45240 -1.11347 -0.68280
O 0.17200 -2.41714 -0.08472
C 0.64793 -0.11737 0.82707
C -1.22168 -0.42551 -1.14543
C 1.16493 1.65989 0.71401
H 0.99349 2.37683 -0.08749
H -1.28708 0.64632 -0.89859
H -1.89698 -1.23680 -0.63199
H -1.53895 -0.43894 -2.10974
H 1.72783 1.92343 1.66932
```

Results
Charge = 0
HOMO (alpha / beta) = -8.25 / -9.13 eV
Spin multiplicity = 1
Kohn-Sham gap (alpha / beta) = 7.98 / 8.64 eV


Model C:
This record from OMol25 describes a cluster of 2 separate species, C3H5BrOS in total. The level of theory is ωB97M-V/def2-TZVPD.

The geometry in XYZ format:
```
11
C3H5BrOS | OMol25 | ωB97M-V/def2-TZVPD
Br -4.11657 0.04637 -0.06609
S 1.47296 2.83006 -0.07179
O 2.62240 0.67111 -0.32097
C 1.42808 1.10606 0.07518
C -2.28560 0.17177 0.25609
C -1.56293 -0.88129 0.40832
H 2.75906 3.10526 -0.17688
H -1.80934 1.14785 0.31539
H -0.51921 -0.71200 0.61058
H -2.19339 -1.79185 0.52722
H 2.51698 -0.27480 -0.33245
```

Results
Charge = 0
HOMO = -9.38 eV
Spin multiplicity = 1
Kohn-Sham gap = 9.74 eV


The structure with the least stability is model B.


Model A:
This record from OMol25 describes an isolated molecule of C6H6. The level of theory is ωB97M-V/def2-TZVPD.

The geometry in XYZ format:
```
12
C6H6 | OMol25 | ωB97M-V/def2-TZVPD
C 0.07382 0.15397 0.04382
C -1.95763 -1.47037 -0.11732
C 2.86358 -0.58132 0.10436
C -0.15318 1.61591 0.01789
C 1.66045 -0.29113 0.14625
C -0.90180 -0.72375 0.08205
H 0.75799 2.24801 0.08367
H -0.47792 1.74956 -1.03675
H -0.95367 2.01070 0.90686
H 3.84396 -0.97177 -0.04313
H -2.22970 -1.95526 0.84572
H -2.52589 -1.78453 -1.03342
```

Results
Charge = 0
HOMO (alpha / beta) = -5.40 / -9.96 eV
Spin multiplicity = 3
Kohn-Sham gap (alpha / beta) = 6.36 / 7.52 eV


Model B:
This record from OMol25 describes a cluster of 2 separate species, C6H6 in total. The level of theory is ωB97M-V/def2-TZVPD.

The geometry in XYZ format:
```
12
C6H6 | OMol25 | ωB97M-V/def2-TZVPD
C -1.01405 1.42872 -0.78158
C 3.05587 -0.06266 0.08239
C -0.32871 0.35271 0.03557
C -0.89111 1.51252 0.50017
C 1.97566 0.50766 0.13149
C -0.39894 -1.08125 -0.02944
H 0.61408 -1.56014 -0.43652
H -1.21416 1.60306 -1.82625
H 4.12731 -0.14730 -0.11359
H -1.25497 -1.35365 -0.65014
H -1.13608 2.10671 1.28212
H -0.52072 -1.46295 0.92232
```

Results
Charge = 0
HOMO (alpha / beta) = -5.55 / -9.98 eV
Spin multiplicity = 3
Kohn-Sham gap (alpha / beta) = 6.70 / 7.37 eV


The structure with the least stability is model B.